The following is a DFT calculation (wB97M-V/def2-TZVPD) of C17H23ClO4 as an isolated structure at a distorted geometry.

Element x y z (Å)
C -2.81006 -4.86677 -4.18748
C -2.33570 -4.06867 -3.12142
H -1.54029 -4.64196 -2.53305
H -3.18607 -3.67722 -2.41616
O -1.81961 -2.70009 -3.57376
C -1.30371 -1.97240 -2.45932
O -1.45881 -2.22817 -1.17752
C -0.55100 -0.62342 -3.18310
C 0.21418 -0.76307 -4.39707
O -1.13499 -0.32401 -4.39630
H 0.46835 -1.82614 -4.80536
H 1.10525 -0.04101 -4.55131
C -0.37982 0.40422 -2.18333
C 1.22079 -0.04554 -1.41818
C 1.29873 0.92923 -0.21266
C 2.66833 0.55810 0.60137
C 2.65107 1.14067 1.88621
C 2.01536 0.33083 3.00910
O 0.76509 0.50852 2.76021
C 0.12287 1.53999 3.52051
C -1.31712 1.78302 3.26592
C -1.93265 2.67138 4.00014
C -1.25378 3.68686 4.54009
C 0.05849 3.58465 4.80640
C 0.89907 2.82895 3.96690
H 1.81723 2.58807 4.16899
H 0.33142 4.47251 5.18868
Cl -2.10495 5.04637 5.13222
H -3.13754 2.72852 3.83256
H -1.84810 0.81223 2.76271
H 2.55243 0.63226 3.89176
H 2.20689 -0.57155 2.69197
H 3.90566 1.19276 2.15190
H 2.30658 2.25702 1.88985
H 3.38334 1.10377 -0.14161
H 3.12174 -0.51175 0.49065
H 1.17392 2.00121 -0.49028
H 0.57076 0.30181 0.72969
H 2.00554 0.18597 -2.08546
H 1.28430 -1.07237 -1.01651
H -1.06581 0.18181 -1.31674
H -0.07007 1.17879 -2.34939
H -3.50494 -4.11617 -4.70444
H -3.49094 -5.63465 -3.79826
H -1.90143 -4.96455 -4.76913

Summary:
energy relative to the best compared isomer or geometry (same formula, charge and spin) = 298.5 kcal per mole
Kohn-Sham gap = 8.807 eV